The following is a quantum chemistry calculation of C41H52AsBr2N3O7Si2Tc as an isolated structure in a non-equilibrium geometry, from OMol25.

XYZ file:
```
109
Properties=species:S:1:pos:R:3:forces:R:3
Tc -0.83814 -0.12206 -0.00112 -0.25 -0.26 -0.38
C -2.95830 1.75025 -6.84531 -0.01 -0.08 -0.01
C -2.95611 0.24085 -6.60921 -0.03 0.03 -0.05
C -4.40738 -0.25868 -6.62570 0.05 0.03 0.00
C -2.17002 -0.42237 -7.74702 -0.03 0.04 0.02
C -2.32320 -0.12551 -5.27386 0.03 0.05 0.08
C -1.81679 0.82199 -4.39544 -0.08 -0.07 -0.04
C -1.29155 0.39287 -3.19647 -0.10 0.01 0.13
Br -0.54257 1.70240 -2.01774 -0.04 0.05 -0.04
C -1.24160 -0.94118 -2.78336 -0.26 0.20 -0.29
O -0.76845 -1.26780 -1.59374 0.17 -0.03 0.47
C -1.69884 -1.91281 -3.69352 -0.05 0.06 -0.01
C -2.24057 -1.46271 -4.89029 0.02 0.05 0.00
C -1.68683 -3.41705 -3.41004 0.03 -0.08 -0.01
C -0.71498 -3.83930 -2.30286 -0.07 -0.04 0.03
C -1.27133 -4.18436 -4.67662 -0.01 0.05 0.06
C -3.10284 -3.83466 -2.99869 0.03 0.04 0.02
H -3.41718 1.96618 -7.80870 -0.03 0.01 -0.07
H -1.94756 2.15596 -6.86275 0.09 0.03 0.00
H -3.52968 2.27431 -6.08226 -0.07 0.07 0.09
H -4.89699 0.04070 -7.55164 -0.04 0.01 -0.08
H -4.96837 0.15820 -5.78990 -0.03 0.03 0.04
H -4.45813 -1.34416 -6.55688 -0.01 -0.07 0.01
H -2.63978 -0.20231 -8.70553 -0.02 0.02 -0.07
H -2.13117 -1.50414 -7.63346 0.00 -0.09 0.00
H -1.14580 -0.04782 -7.77525 -0.01 0.03 -0.01
H -1.82692 1.87581 -4.62345 0.00 0.06 -0.03
H -2.63002 -2.20290 -5.57287 -0.02 -0.04 -0.05
H 0.29846 -3.49092 -2.50228 0.06 0.02 -0.01
H -0.69823 -4.92937 -2.25724 0.01 -0.08 -0.01
H -1.01724 -3.45698 -1.33005 0.01 -0.07 -0.06
H -0.30300 -3.83885 -5.03993 0.06 0.03 -0.02
H -1.99193 -4.09028 -5.48559 -0.05 0.00 -0.05
H -1.18716 -5.24489 -4.44496 0.00 -0.09 0.02
H -3.40705 -3.31026 -2.09314 -0.03 0.04 0.07
H -3.13777 -4.90628 -2.80506 -0.01 -0.11 0.02
H -3.82514 -3.60384 -3.78022 -0.06 0.02 -0.06
C 2.12891 -0.49169 3.59794 0.02 0.03 0.12
O 1.89632 -0.46195 2.20062 0.16 -0.20 -0.32
C 2.97649 -0.41471 1.38272 -0.05 0.12 0.08
C 4.29214 -0.36283 1.81717 -0.13 -0.03 -0.11
C 5.32141 -0.33057 0.88232 0.01 0.01 -0.10
Br 7.11022 -0.26530 1.49286 -0.04 -0.01 -0.02
C 5.06046 -0.34194 -0.46763 0.05 0.04 0.17
C 3.73585 -0.36821 -0.90862 0.21 -0.02 0.06
C 2.69378 -0.39426 0.00851 -0.14 -0.03 0.28
O 1.41179 -0.43102 -0.43350 -0.36 0.04 1.73
C 3.39444 -0.39708 -2.32050 0.24 0.08 0.02
N 2.15018 -0.46980 -2.73312 0.53 -0.11 -0.59
C 2.21613 -0.49742 -4.11515 0.08 -0.07 -0.36
C 1.20322 -0.58705 -5.06795 0.08 -0.03 -0.04
C 1.58173 -0.60310 -6.39429 0.07 0.00 -0.02
C 2.92867 -0.53214 -6.77992 -0.03 0.00 -0.05
C 3.94378 -0.44648 -5.85016 -0.02 0.00 0.06
C 3.56105 -0.43353 -4.51444 -0.32 0.03 -0.17
N 4.28907 -0.36436 -3.34608 -0.10 -0.03 0.22
H 2.58531 0.44110 3.94043 0.02 -0.02 0.00
H 2.76643 -1.33600 3.87003 -0.02 0.00 0.03
H 1.14969 -0.60438 4.05187 0.03 -0.01 0.04
H 4.52913 -0.34610 2.86710 0.00 -0.01 0.10
H 5.87949 -0.32373 -1.16914 0.07 0.00 -0.04
H 1.45743 -0.52599 -1.44278 -0.34 0.02 -0.84
H 0.16624 -0.64528 -4.77432 0.19 -0.03 -0.14
H 0.82341 -0.67382 -7.16036 -0.02 -0.02 -0.01
H 3.17675 -0.54565 -7.83251 0.00 0.00 -0.01
H 4.98013 -0.39413 -6.14915 0.07 0.00 -0.01
H 5.28974 -0.30406 -3.26911 -0.08 0.00 0.03
O -3.07162 4.90685 4.24681 -0.71 0.07 0.17
C -1.89015 4.83453 3.91317 0.10 -0.35 -0.27
O -0.89204 5.50069 4.18937 0.58 0.36 0.18
C -1.59543 3.64005 2.97433 0.07 0.03 0.04
C -0.35034 3.02191 2.99740 0.04 -0.07 -0.08
C -0.11667 1.91508 2.21193 0.19 0.11 0.16
N -1.05190 1.41804 1.39310 0.00 0.20 0.12
C -2.24705 2.03625 1.33567 -0.18 0.10 -0.01
C -2.55755 3.12969 2.11146 -0.02 -0.20 -0.14
C -3.22988 1.39010 0.39894 -0.31 0.30 0.12
O -4.34304 1.81373 0.22327 0.14 -0.05 0.03
O -2.75677 0.30420 -0.17910 0.50 -0.25 -0.13
H 0.42099 3.43320 3.63302 0.02 0.03 0.03
H 0.82813 1.39467 2.21340 0.00 0.02 -0.01
H -3.54785 3.55776 2.07103 -0.05 0.05 0.01
C -1.34305 -5.24140 1.30185 0.12 0.23 0.06
Si -0.15568 -3.84863 1.72624 0.08 -0.12 -0.05
C 0.47648 -4.13706 3.47722 -0.13 0.03 -0.27
C 1.27370 -3.75263 0.50434 -0.18 -0.03 0.19
As -1.43902 -1.86160 1.55199 0.27 -0.03 0.15
Si -2.52864 -1.42556 3.61401 -0.15 -0.02 0.15
C -3.76809 -0.03680 3.44698 0.17 -0.18 -0.03
C -1.33066 -1.02873 5.00666 -0.15 -0.06 -0.20
C -3.41165 -3.05211 3.95468 0.14 0.21 -0.07
H -0.83640 -6.20513 1.33432 0.10 -0.09 0.02
H -1.76701 -5.11214 0.30960 -0.03 0.03 -0.13
H -2.16619 -5.27035 2.01268 -0.10 -0.01 0.09
H 0.95576 -5.11709 3.50064 0.04 -0.09 0.00
H -0.32763 -4.14792 4.20946 -0.10 0.00 0.06
H 1.21229 -3.40303 3.78935 0.11 0.18 0.01
H 1.29107 -4.63711 -0.12860 0.00 -0.14 -0.05
H 2.22935 -3.68852 1.02092 0.10 0.04 0.10
H 1.17762 -2.88972 -0.14492 -0.02 0.14 -0.13
H -3.30785 0.94197 3.56403 0.05 0.05 0.03
H -4.50763 -0.14504 4.24102 -0.05 -0.01 0.09
H -4.30215 -0.05308 2.50022 -0.07 -0.03 -0.11
H -0.88715 -0.04303 4.87681 0.03 0.10 -0.03
H -0.53958 -1.76636 5.11325 0.08 -0.11 -0.01
H -1.89434 -1.01127 5.94026 -0.06 0.02 0.09
H -4.09019 -3.29165 3.13840 -0.08 -0.02 -0.08
H -3.99982 -2.97043 4.86798 -0.05 0.03 0.10
H -2.72438 -3.88702 4.07513 0.10 -0.07 0.02
```
Positions in Å, forces in eV/Å.

Its total energy is -10328.211475 a.u. The spin multiplicity is 4. Its expectation value of S² is 3.78. The energy relative to the best compared isomer or geometry (same formula, charge and spin) is 0.479 eV.



The following is a quantum chemistry calculation of C41H52CsN6PSSe2 as an isolated structure, from OMol25.

XYZ file:
```
104
Properties=species:S:1:pos:R:3:forces:R:3
Cs -0.05684 -1.17001 -2.38344 -0.77 -0.25 0.01
S 2.82200 -0.16266 -2.80261 0.55 0.21 -0.17
C 2.96110 1.49660 -2.36855 -0.05 -0.03 0.12
N 4.07315 2.03069 -2.00168 0.00 -0.04 0.00
N 4.04788 3.40933 -1.68048 0.04 0.03 -0.04
C 3.96558 4.36097 -2.71756 -0.01 -0.01 0.05
C 3.71610 4.03560 -4.04849 -0.01 0.00 0.00
C 3.60893 5.04169 -4.99925 0.00 0.00 0.00
C 3.75162 6.37632 -4.65137 0.00 0.00 -0.01
C 4.01277 6.69972 -3.32492 0.00 -0.01 0.01
C 4.11493 5.70601 -2.36784 0.01 0.00 -0.01
N 1.82578 2.40425 -2.43119 -0.02 -0.01 0.00
N 0.70405 1.90554 -2.33427 0.05 0.09 0.03
C -0.34606 2.89177 -2.38183 0.01 0.00 0.00
C -0.11763 4.23775 -2.66308 0.00 -0.01 -0.02
C -1.18458 5.11747 -2.67821 -0.02 0.00 0.00
C -2.47523 4.66986 -2.40911 0.02 0.00 0.00
C -2.69766 3.33045 -2.13332 0.00 0.00 -0.02
C -1.63274 2.43931 -2.12767 0.02 0.01 0.02
H 4.87382 3.57912 -1.12538 -0.03 0.01 0.03
H 3.61646 3.00049 -4.34256 0.00 0.00 0.00
H 3.41521 4.77045 -6.02987 0.00 0.00 0.00
H 3.66423 7.15271 -5.39987 0.00 0.00 0.00
H 4.12939 7.73553 -3.03070 0.00 0.00 0.00
H 4.29546 5.96148 -1.32984 0.00 0.00 0.00
H 0.89185 4.57131 -2.86514 0.00 0.00 0.00
H -1.01008 6.16288 -2.89786 0.00 0.00 0.00
H -3.30296 5.36739 -2.41549 0.00 0.00 0.00
H -3.69663 2.97609 -1.91280 0.00 0.00 0.00
H -1.80295 1.39055 -1.90953 0.05 0.06 0.02
Se -2.62695 -4.45867 -2.96284 0.00 -0.01 0.01
Se -3.15890 -3.45968 -0.91651 0.01 0.00 0.01
C -3.96549 -1.82100 -1.53722 0.03 0.00 0.00
C -5.13369 -1.42801 -0.89176 0.00 0.00 0.00
C -5.72556 -0.23813 -1.27813 0.00 -0.01 0.00
C -5.15500 0.48938 -2.31080 0.01 0.00 0.00
C -3.99459 0.00490 -2.89171 0.02 0.02 0.01
N -3.39032 -1.11833 -2.50107 -0.03 -0.07 -0.05
C -0.88785 -5.13368 -2.45319 0.00 -0.01 0.00
C -0.72083 -6.51013 -2.38485 0.00 0.00 0.00
C 0.53655 -7.00133 -2.06488 0.00 0.00 0.00
C 1.56066 -6.10626 -1.81050 0.00 0.00 0.00
C 1.28582 -4.74908 -1.89540 0.01 0.00 0.00
N 0.08798 -4.26788 -2.22023 0.02 -0.06 0.01
H -5.56840 -2.05128 -0.12248 0.00 0.00 0.00
H -6.63215 0.10278 -0.79495 0.00 0.00 0.00
H -5.59746 1.40970 -2.66598 0.00 0.00 0.00
H -3.51401 0.54997 -3.69662 0.00 0.00 0.00
H -1.55669 -7.16992 -2.56769 0.00 0.00 0.00
H 0.70621 -8.06848 -2.00581 0.00 0.00 0.00
H 2.55479 -6.44277 -1.55222 0.00 0.00 0.00
H 2.06301 -4.01577 -1.70613 0.00 0.00 0.00
C -1.30213 -3.53446 5.04258 0.00 0.00 0.00
C 0.18077 -3.63527 4.65380 0.00 0.00 0.01
C 0.44324 -3.11895 3.23029 -0.03 0.02 0.00
C -0.48362 -1.94562 2.89538 0.01 0.03 -0.01
C -1.94885 -2.44682 2.88050 -0.02 -0.01 0.03
C -2.17064 -3.65760 3.79745 0.01 -0.01 0.00
P -0.06340 -1.16989 1.25927 0.04 0.00 0.02
C 1.72997 -0.67195 1.34397 0.00 0.00 0.00
C 2.62525 -1.79072 0.78386 0.00 0.01 0.01
C 4.05744 -1.29776 0.52451 0.00 0.01 0.00
C 4.50231 -0.23959 1.54596 0.00 0.01 0.01
C 3.76799 -0.42685 2.86719 0.01 -0.01 -0.01
C 2.27805 -0.11938 2.68160 0.00 -0.03 -0.02
C -0.92525 0.47927 1.32592 -0.02 0.00 0.00
C -2.38715 0.33196 0.86259 -0.02 0.00 -0.01
C -3.15217 1.62735 1.11218 -0.01 0.00 -0.01
C -3.30494 1.88463 2.62015 0.01 0.01 0.00
C -2.15368 1.25882 3.41866 0.00 -0.01 0.02
C -0.84360 1.30019 2.63599 0.00 -0.01 0.00
H -1.50276 -2.56804 5.51587 0.00 0.00 0.00
H -1.55468 -4.29776 5.78027 0.00 0.00 0.00
H 0.51241 -4.67429 4.72248 0.00 0.00 0.00
H 0.78874 -3.06893 5.36378 -0.01 0.00 0.00
H 0.28104 -3.91549 2.49650 0.00 0.01 0.00
H 1.48957 -2.83333 3.14350 0.04 0.04 0.00
H -0.37550 -1.19553 3.68692 0.01 -0.01 0.01
H -2.23785 -2.70397 1.85748 -0.01 -0.02 -0.02
H -2.61166 -1.63834 3.19958 0.02 -0.11 -0.03
H -1.91384 -4.58195 3.27101 0.00 0.00 0.00
H -3.22831 -3.73398 4.05691 0.00 0.00 0.00
H 1.77895 0.13413 0.59807 -0.01 0.00 -0.01
H 2.19269 -2.16013 -0.15210 0.04 0.02 0.03
H 2.63388 -2.64086 1.47053 0.00 0.00 0.00
H 4.11665 -0.88630 -0.48400 0.01 0.00 0.00
H 4.73579 -2.15498 0.56177 0.00 0.00 0.00
H 4.28340 0.76129 1.16007 0.00 0.00 -0.01
H 5.58344 -0.28351 1.68691 0.00 0.00 0.00
H 4.17841 0.21841 3.64702 0.00 0.00 0.00
H 3.90127 -1.45743 3.21523 -0.01 0.00 0.00
H 2.14372 0.96486 2.69402 -0.01 0.00 0.00
H 1.71705 -0.50716 3.53518 -0.01 -0.04 0.01
H -0.40657 1.04811 0.54200 0.00 0.00 0.01
H -2.88509 -0.48809 1.39027 0.01 0.04 -0.03
H -2.40881 0.05874 -0.19555 0.00 0.02 -0.01
H -4.13216 1.59743 0.62907 0.00 0.00 0.00
H -2.60254 2.44939 0.64537 0.01 0.01 0.00
H -4.25588 1.47980 2.97583 0.00 -0.01 0.00
H -3.33908 2.96104 2.80382 -0.01 0.00 0.00
H -2.39170 0.21936 3.66192 0.02 0.11 0.01
H -2.03589 1.77326 4.37442 0.00 0.00 0.00
H -0.02753 0.94991 3.26568 0.01 0.01 0.00
H -0.61077 2.34196 2.39315 -0.01 0.00 0.00
```
Positions in Å, forces in eV/Å.

Its total energy is -7484.567535 a.u. The energy relative to the best compared isomer or geometry (same formula, charge and spin) is 0.479 eV.